Record 1
This record from the OMol25 dataset describes a 2-piece molecular cluster, Br2H2O2Si overall. The level of theory is wB97M-V/def2-TZVPD.

Structure (XYZ):
```
7
Properties=species:S:1:pos:R:3:forces:R:3:lowdin_charge:R:1
Br -2.122 0.844 2.234 1.15 -0.23 0.40 0.45
Br 2.427 -0.774 -1.826 0.47 1.00 2.50 0.11
Si -0.559 0.221 0.779 0.24 0.55 0.33 0.07
O -1.526 0.394 -0.464 -0.76 0.74 -0.06 -0.18
O 0.906 -0.158 0.564 -0.82 0.30 1.70 -0.44
H -1.536 -0.327 -1.053 0.11 -1.13 -1.74 0.05
H 2.411 -0.199 -0.234 -0.40 -1.22 -3.13 -0.07
```
Forces are in eV/Å.

Summary:
Energy above the lowest of the compared OMol25 structures with the same formula, charge and spin (kJ/mol): 381.3
Charge: 0
Kohn-Sham gap (eV): 8.66
F_max (eV Å⁻¹): 3.4
SMILES string: O=[Si](O)Br.Br
E_tot (eV): -152091.51038
E_HOMO (hartree): -0.3590


Record 2
This record from the OMol25 dataset describes a 2-piece molecular cluster, Br2H4Si2 overall. The level of theory is wB97M-V/def2-TZVPD.

Structure (XYZ):
```
8
Properties=species:S:1:pos:R:3:forces:R:3:lowdin_charge:R:1
Br 0.457 -0.490 1.296 0.14 -0.03 0.16 0.13
Br -1.717 1.027 -2.934 0.04 -0.12 -0.04 0.15
Si 2.693 -0.590 1.363 -0.72 -0.08 0.13 0.23
Si -2.678 0.815 -0.949 0.48 1.18 -0.19 0.18
H -2.168 -0.333 -0.249 -0.04 -0.77 0.19 -0.20
H 3.117 0.731 0.926 0.33 0.39 -0.09 -0.16
H -4.104 1.002 -1.144 -0.51 -0.30 0.03 -0.16
H 3.021 -1.627 0.391 0.29 -0.28 -0.20 -0.16
```
Forces are in eV/Å.

Summary:
Energy above the lowest of the compared OMol25 structures with the same formula, charge and spin (kJ/mol): 333.5
Charge: 0
Kohn-Sham gap (alpha / beta) (eV): 7.69 / 6.25
F_max (eV Å⁻¹): 1.3
E_tot (eV): -155903.37416
E_HOMO (alpha / beta) (hartree): -0.3155 / -0.2873


Record 3
This record from the OMol25 dataset describes the molecule Br2HOPS. The level of theory is wB97M-V/def2-TZVPD.

Structure (XYZ):
```
6
Properties=species:S:1:pos:R:3:forces:R:3:lowdin_charge:R:1
Br -2.608 -0.971 0.413 2.24 -0.11 -0.71 0.11
Br 2.695 0.429 0.674 -0.02 -0.55 0.04 0.20
S -0.492 -1.545 -0.598 -0.54 -0.04 0.37 0.01
P 1.051 0.114 -0.821 -2.18 0.12 1.07 0.26
O 0.013 1.165 -0.140 0.23 0.50 -0.43 -0.55
H -0.659 0.809 0.472 0.27 0.09 -0.34 -0.04
```
Forces are in eV/Å.

Summary:
Energy above the lowest of the compared OMol25 structures with the same formula, charge and spin (kJ/mol): 172.0
Charge: 0
Kohn-Sham gap (eV): 7.30
F_max (eV Å⁻¹): 2.4
SMILES string: OP(Br)SBr
E_tot (eV): -162273.05467
E_HOMO (hartree): -0.3560


Record 4
This record from the OMol25 dataset describes Br5HSi2 as an isolated structure. The level of theory is wB97M-V/def2-TZVPD.

Structure (XYZ):
```
8
Properties=species:S:1:pos:R:3:forces:R:3:lowdin_charge:R:1
Br 2.312 -0.869 1.809 -0.16 0.49 0.29 0.26
Br -1.908 1.219 2.157 0.15 -0.22 0.11 0.25
Br 1.662 -2.675 -0.954 -0.58 0.30 -0.12 0.22
Br 2.296 0.755 -1.491 -0.33 -0.11 0.43 0.24
Br -1.331 2.199 -1.248 -0.03 -0.90 0.60 0.14
Si 1.245 -0.639 -0.102 -1.16 0.08 -0.30 -0.77
Si -1.481 0.394 0.168 0.34 -0.25 -1.64 -0.28
H -2.795 -0.383 -0.338 1.76 0.61 0.64 -0.05
```
Forces are in eV/Å.

Summary:
Energy above the lowest of the compared OMol25 structures with the same formula, charge and spin (kJ/mol): 119.4
Charge: 0
Kohn-Sham gap (eV): 8.09
F_max (eV Å⁻¹): 2.0
E_tot (eV): -365988.86985
E_HOMO (hartree): -0.3570


Record 5
This record from the OMol25 dataset describes a 2-piece molecular cluster, Br5HSi2 overall. The level of theory is wB97M-V/def2-TZVPD.

Structure (XYZ):
```
8
Properties=species:S:1:pos:R:3:forces:R:3:lowdin_charge:R:1
Br -1.322 -2.266 -0.398 0.59 -0.24 0.58 0.22
Br 0.951 3.024 -0.851 -0.93 0.29 0.32 -0.01
Br -0.240 0.353 1.623 0.44 -0.73 0.44 0.20
Br 2.023 -1.130 -0.729 0.34 0.26 -0.37 0.28
Br -1.845 1.217 -1.665 -0.16 0.75 0.36 0.00
Si 0.490 -1.585 0.742 0.03 -0.53 0.00 -0.66
Si -1.337 3.029 -0.319 1.08 -0.94 -0.92 0.00
H 1.280 -2.642 1.597 -1.40 1.14 -0.41 -0.04
```
Forces are in eV/Å.

Summary:
Energy above the lowest of the compared OMol25 structures with the same formula, charge and spin (kJ/mol): 144.6
Charge: 0
Kohn-Sham gap (eV): 8.36
F_max (eV Å⁻¹): 1.9
E_tot (eV): -365988.60864
E_HOMO (hartree): -0.3585


Record 6
This record from the OMol25 dataset describes BrCl2IMnO8 as an isolated structure. The level of theory is wB97M-V/def2-TZVPD.

Structure (XYZ):
```
13
Properties=species:S:1:pos:R:3:forces:R:3:mulliken_spin:R:1
I -18.712 27.006 -25.152 4.34 2.23 -8.57 0.22
Br -18.825 25.116 -22.617 4.97 -11.22 4.85 0.25
Mn -19.521 26.845 -23.143 -3.15 9.06 3.67 4.46
Cl -22.015 27.402 -21.809 0.33 -7.71 -10.49 -0.01
Cl -21.672 25.439 -24.756 -7.30 -2.88 -2.24 0.02
O -20.682 24.507 -25.271 -1.45 0.27 0.48 0.00
O -22.839 24.975 -23.917 1.09 -2.89 -2.99 0.01
O -22.273 26.249 -25.823 1.33 -1.02 0.00 0.00
O -22.411 28.234 -20.904 -2.80 9.42 9.49 0.01
O -23.112 27.086 -22.687 -0.15 1.66 0.28 0.00
O -21.665 26.150 -21.219 2.14 0.05 0.54 0.00
O -21.183 26.255 -23.785 2.71 1.81 0.85 -0.04
O -20.914 28.111 -22.732 -2.06 1.22 4.13 0.06
```
Forces are in eV/Å.

Summary:
Energy above the lowest of the compared OMol25 structures with the same formula, charge and spin (kJ/mol): 740.0
Spin multiplicity: 6
Charge: -2
Kohn-Sham gap (alpha / beta) (eV): 5.05 / 6.63
F_max (eV Å⁻¹): 13.7
E_tot (eV): -150870.27805
E_HOMO (alpha / beta) (hartree): 0.0012 / -0.0611